(1)
DFT (ωB97M-V with the def2-TZVPD basis set) results for an isolated molecule of C4H5N3O.

Computed properties:
Net charge: 0
Kohn-Sham gap, eV: 10.5
SMILES string: [H]/N=C\N(N)C(=O)C#C
Molecular weight, g/mol: 111.104
Strongest force on any atom, Eh/bohr: 0.0747
LUMO level, eV: 0.40

CARTESIAN COORDINATES (ANGSTROEM)
C 1.36 -0.50 -0.15
C -0.91 0.61 0.15
C -0.13 1.62 0.81
C 0.09 2.57 1.54
H -1.19 -1.09 -1.79
H -1.43 -1.99 -0.49
H 1.77 0.38 0.22
H 1.43 -2.38 -0.76
H -0.05 3.48 2.32
N -0.71 -1.48 -0.97
N -0.15 -0.46 -0.25
N 2.01 -1.49 -0.51
O -2.10 0.74 -0.11



(2)
DFT (ωB97M-V with the def2-TZVPD basis set) results for an isolated molecule of C2H6N4.

Computed properties:
Net charge: 0
Kohn-Sham gap, eV: 10.0
SMILES string: [H]/N=C(/N)NN=C
Molecular weight, g/mol: 86.098
Strongest force on any atom, Eh/bohr: 0.0533
LUMO level, eV: 0.97

CARTESIAN COORDINATES (ANGSTROEM)
C 0.83 0.11 -0.17
C -2.09 0.29 0.32
H 2.80 0.16 0.26
H 2.10 -1.28 0.76
H -0.17 1.57 -0.74
H 0.09 -1.73 -0.69
H -1.46 1.02 0.84
H -3.16 0.43 0.20
N 2.06 -0.48 0.12
N 0.74 1.41 -0.31
N -0.19 -0.87 -0.24
N -1.55 -0.64 -0.35



(3)
DFT (ωB97M-V with the def2-TZVPD basis set) results for a structure of composition C13H34ClFeIN3OP2.

Computed properties:
Net charge: +2
Spin multiplicity: 6
Kohn-Sham gap (spin up / spin down), eV: 7.9 / 6.8
Molecular weight, g/mol: 528.585
Strongest force on any atom, Eh/bohr: 0.0714
LUMO level (spin up / spin down), eV: -6.38 / -7.78

CARTESIAN COORDINATES (ANGSTROEM)
C -3.40 2.08 -3.20
C -2.32 1.57 -2.29
H -4.26 1.40 -3.14
H -3.01 2.13 -4.23
H -3.68 3.11 -2.90
O -2.39 0.57 -1.58
I -0.44 2.85 -2.36
Fe 0.37 1.19 -0.75
P -0.95 1.97 1.13
C -1.76 1.02 2.47
C 0.37 2.83 2.05
H -0.09 3.48 2.80
H -2.76 3.47 1.68
H 0.98 3.41 1.35
H -1.83 4.07 0.26
H -1.03 0.65 3.21
H 1.02 2.09 2.54
C -2.25 3.18 0.75
H -2.47 1.67 2.99
H -2.99 2.72 0.08
H -2.32 0.16 2.07
P 1.01 -0.40 -2.45
C 0.85 -2.21 -2.15
C 0.30 -0.28 -4.12
H 3.02 0.89 -2.80
H 3.16 -0.77 -3.49
H 3.32 -0.49 -1.72
C 2.81 -0.17 -2.64
H 0.47 0.71 -4.54
H 0.76 -1.04 -4.76
H 1.14 -2.76 -3.06
H -0.19 -2.46 -1.91
H -0.78 -0.47 -4.07
H 1.49 -2.53 -1.32
Cl 2.17 2.56 -0.80
C -1.52 -2.71 1.25
N -0.16 -2.39 1.66
C 0.59 -3.52 2.21
C 0.46 -1.26 1.24
N -0.08 -0.51 0.27
N 1.62 -0.87 1.84
C 2.00 -1.18 3.21
C 2.53 0.02 1.13
H -1.82 -3.58 1.84
H -1.61 -2.97 0.18
H -2.20 -1.89 1.49
H 1.58 -3.62 1.75
H 0.67 -3.43 3.30
H 0.01 -4.43 1.98
H -0.96 -0.92 -0.03
H 2.76 -1.97 3.26
H 2.44 -0.28 3.67
H 1.13 -1.47 3.81
H 3.40 -0.52 0.76
H 1.97 0.44 0.27
H 2.84 0.84 1.79



(4)
DFT (ωB97M-V with the def2-TZVPD basis set) results for the ion C5H9N2S with charge +1.

Computed properties:
Net charge: +1
Kohn-Sham gap (spin up / spin down), eV: 7.8 / 7.8
SMILES string: C=[S@]1(C)=C[NH+]=CN=C1
Molecular weight, g/mol: 129.208
Strongest force on any atom, Eh/bohr: 0.1217
LUMO level (spin up / spin down), eV: -4.73 / -4.73

CARTESIAN COORDINATES (ANGSTROEM)
C 1.09 0.12 -1.37
C 0.74 2.22 -0.47
C -1.17 0.65 0.02
C -1.25 -2.20 -0.21
C 0.73 -0.95 1.51
N 1.39 1.32 -1.20
N -0.55 1.93 -0.12
S -0.20 -0.85 -0.08
H 1.12 -0.48 -2.29
H 1.02 3.17 -0.26
H -2.13 0.70 -0.23
H -0.86 -2.85 0.54
H -1.42 -2.39 -1.21
H 0.09 -1.48 2.09
H 1.68 -1.52 1.38
H 0.98 0.02 1.78
H -1.27 2.59 0.11



(5)
DFT (ωB97M-V with the def2-TZVPD basis set) results for the ion C10H14ClN2O2 with charge +1.

Computed properties:
Net charge: +1
Spin multiplicity: 3
Kohn-Sham gap (spin up / spin down), eV: 4.5 / 6.5
Molecular weight, g/mol: 229.687
Strongest force on any atom, Eh/bohr: 0.1027
LUMO level (spin up / spin down), eV: -3.11 / -5.62

CARTESIAN COORDINATES (ANGSTROEM)
C -4.20 -0.37 0.47
C -3.38 -1.15 -0.32
C -3.90 0.96 0.70
C -2.24 -0.59 -0.89
C -2.76 1.52 0.14
C -1.93 0.74 -0.66
C 1.23 0.19 -0.43
C -0.68 1.34 -1.25
C 2.98 -1.19 0.80
C 2.32 0.19 0.65
N 1.92 0.74 1.83
N 3.43 -1.65 -0.53
O 1.21 -0.66 -1.31
O 0.42 1.19 -0.31
Cl 3.67 1.24 -0.31
H -5.09 -0.80 0.91
H -3.61 -2.18 -0.51
H -4.55 1.57 1.31
H -1.60 -1.19 -1.51
H -2.53 2.56 0.31
H -0.41 0.85 -2.19
H -0.78 2.42 -1.40
H 3.82 -1.12 1.50
H 2.24 -1.88 1.20
H 2.62 0.81 2.56
H 1.34 1.57 1.76
H 3.79 -2.60 -0.52
H 4.13 -0.97 -0.87
H 2.55 -1.53 -1.14



(6)
DFT (ωB97M-V with the def2-TZVPD basis set) results for a structure of composition C27H47F6N2OP2SSbY.

Computed properties:
Net charge: +2
Spin multiplicity: 2
Kohn-Sham gap (spin up / spin down), eV: 8.7 / 6.9
Molecular weight, g/mol: 834.355
Strongest force on any atom, Eh/bohr: 0.0107
LUMO level (spin up / spin down), eV: -5.56 / -7.41

CARTESIAN COORDINATES (ANGSTROEM)
Y 1.35 -1.00 0.11
F 2.70 -1.35 -1.81
Sb 4.25 -2.24 -1.00
F 4.43 -3.48 -2.36
F 3.70 -1.00 0.42
F 5.41 -0.99 -1.69
F 1.28 -1.97 1.86
F 5.44 -3.08 0.17
C 0.99 3.15 2.94
C 1.64 3.14 1.55
C 2.16 4.55 1.24
C 2.81 2.15 1.63
P 0.41 2.56 0.25
N 0.38 0.94 0.41
C -1.31 3.26 0.54
C -1.93 2.56 1.76
C -1.32 4.78 0.75
C -2.21 2.93 -0.66
C 1.02 2.87 -1.50
C 2.52 2.55 -1.60
C 0.31 1.92 -2.47
C 0.80 4.32 -1.95
H 1.78 3.34 3.67
H 0.53 2.19 3.20
H 0.25 3.94 3.06
H 2.78 4.87 2.08
H 1.36 5.28 1.13
H 2.78 4.58 0.35
H 3.53 2.54 2.35
H 3.34 2.01 0.69
H 2.48 1.18 2.01
H -1.54 2.92 2.70
H -1.80 1.48 1.72
H -3.00 2.77 1.75
H -0.80 5.08 1.66
H -2.36 5.10 0.85
H -0.89 5.33 -0.09
H -2.22 1.86 -0.87
H -1.94 3.47 -1.56
H -3.23 3.22 -0.40
H 2.75 1.52 -1.31
H 3.15 3.22 -1.03
H 2.81 2.65 -2.65
H 0.43 0.87 -2.18
H 0.76 2.04 -3.46
H -0.76 2.12 -2.58
H 1.28 5.04 -1.29
H -0.25 4.58 -2.03
H 1.24 4.45 -2.94
N -0.53 -1.93 -0.76
S -1.85 -1.04 -1.03
C -2.95 -1.96 -2.08
C -3.03 -1.55 -3.41
C -3.86 -2.25 -4.27
C -4.58 -3.34 -3.80
C -4.48 -3.74 -2.47
C -3.67 -3.04 -1.60
C -2.80 -0.94 0.48
C -4.06 -0.35 0.43
C -4.77 -0.17 1.60
C -4.22 -0.57 2.82
C -2.96 -1.15 2.86
C -2.24 -1.34 1.68
H -0.78 -2.90 -0.59
H -2.47 -0.69 -3.75
H -3.94 -1.94 -5.30
H -5.23 -3.88 -4.48
H -5.06 -4.58 -2.12
H -3.61 -3.33 -0.56
H -4.48 -0.05 -0.52
H -5.75 0.28 1.57
H -4.77 -0.42 3.73
H -2.53 -1.46 3.80
H -1.24 -1.77 1.72
C 3.43 -4.28 2.28
P 2.79 -4.64 0.66
C 3.76 -5.87 -0.17
C 1.09 -5.16 0.79
O 2.73 -3.32 -0.22
H 4.49 -4.06 2.23
H 3.26 -5.15 2.93
H 2.88 -3.42 2.68
H 3.72 -6.80 0.39
H 4.80 -5.54 -0.24
H 3.37 -6.03 -1.18
H 1.04 -6.10 1.34
H 0.68 -5.31 -0.21
H 0.53 -4.39 1.33



(7)
DFT (ωB97M-V with the def2-TZVPD basis set) results for an isolated molecule of CH5NOS.

Computed properties:
Net charge: 0
Kohn-Sham gap, eV: 9.8
SMILES string: CONS
Molecular weight, g/mol: 79.124
Strongest force on any atom, Eh/bohr: 0.1099
LUMO level, eV: 0.74

CARTESIAN COORDINATES (ANGSTROEM)
C 0.87 0.05 0.34
N -1.11 0.91 -0.46
O 0.02 1.06 0.38
S -2.28 -0.18 0.20
H 1.62 0.20 1.14
H 1.35 -0.05 -0.58
H 0.23 -1.01 0.62
H -1.41 1.97 -0.46
H -1.62 -1.18 -0.39



Repeat the fifth record exactly.
DFT (ωB97M-V with the def2-TZVPD basis set) results for the ion C10H14ClN2O2 with charge +1.

Computed properties:
Net charge: +1
Spin multiplicity: 3
Kohn-Sham gap (spin up / spin down), eV: 4.5 / 6.5
Molecular weight, g/mol: 229.687
Strongest force on any atom, Eh/bohr: 0.1027
LUMO level (spin up / spin down), eV: -3.11 / -5.62

CARTESIAN COORDINATES (ANGSTROEM)
C -4.20 -0.37 0.47
C -3.38 -1.15 -0.32
C -3.90 0.96 0.70
C -2.24 -0.59 -0.89
C -2.76 1.52 0.14
C -1.93 0.74 -0.66
C 1.23 0.19 -0.43
C -0.68 1.34 -1.25
C 2.98 -1.19 0.80
C 2.32 0.19 0.65
N 1.92 0.74 1.83
N 3.43 -1.65 -0.53
O 1.21 -0.66 -1.31
O 0.42 1.19 -0.31
Cl 3.67 1.24 -0.31
H -5.09 -0.80 0.91
H -3.61 -2.18 -0.51
H -4.55 1.57 1.31
H -1.60 -1.19 -1.51
H -2.53 2.56 0.31
H -0.41 0.85 -2.19
H -0.78 2.42 -1.40
H 3.82 -1.12 1.50
H 2.24 -1.88 1.20
H 2.62 0.81 2.56
H 1.34 1.57 1.76
H 3.79 -2.60 -0.52
H 4.13 -0.97 -0.87
H 2.55 -1.53 -1.14